Here is a 8-piece molecular cluster, C28H69N3O8 overall at a distorted geometry from OMol25. Energies are from wB97M-V/def2-TZVPD.

Structure (XYZ):
```
108
Properties=species:S:1:pos:R:3:forces:R:3
C 5.77472 -0.76079 -0.23227 0.248 0.405 -0.732
C 4.37198 -1.33601 -0.53526 -0.371 0.052 1.411
C 3.45623 -0.87618 0.61277 -0.660 -0.155 0.442
C 3.77991 -0.75194 -1.81154 0.689 0.896 -0.613
C 4.17171 -1.46952 -3.12397 -0.055 0.610 0.664
C 4.22469 -2.97669 -2.94071 -1.172 -0.015 -0.046
C 4.90758 -3.51969 -1.65604 0.038 0.375 -1.870
C 4.56926 -5.02184 -1.61414 0.918 -0.409 0.415
C 6.41753 -3.34211 -1.86585 0.674 -0.584 0.222
N 4.30696 -2.79782 -0.55608 -0.611 -0.335 0.000
O 4.79266 -3.32453 0.67012 0.223 0.294 -0.006
H 6.43214 -1.46653 0.26777 -0.082 -0.074 0.037
H 6.23640 -0.42484 -1.16651 0.209 -0.271 0.063
H 5.72683 0.15389 0.36253 -0.228 -0.140 0.176
H 2.41668 -1.21270 0.51994 0.080 -0.002 -0.560
H 3.72198 -1.26287 1.60193 0.664 0.140 -0.152
H 3.43720 0.21219 0.64595 0.063 0.023 0.108
H 2.71389 -0.52995 -1.74106 -0.180 -0.774 0.110
H 4.19477 0.26474 -1.86569 -0.022 -0.041 -0.035
H 3.40501 -1.18966 -3.84869 0.092 -0.240 -0.205
H 5.09658 -1.02306 -3.49848 0.176 -0.313 0.057
H 4.59555 -3.46886 -3.84195 0.357 -0.046 0.158
H 3.17735 -3.30144 -2.87770 0.039 -0.004 0.091
H 3.91828 -5.34637 -2.42285 -0.230 0.173 0.083
H 4.19670 -5.37296 -0.65279 -0.251 0.287 -0.018
H 5.50595 -5.57282 -1.74457 -0.093 -0.081 -0.058
H 6.74507 -2.31933 -2.03219 -0.138 0.061 0.161
H 6.73864 -3.90569 -2.74736 -0.275 0.027 -0.091
H 7.00161 -3.79583 -1.05796 -0.127 0.324 0.198
H 3.98840 -3.64678 1.09414 0.202 -0.359 0.006
C -0.18531 2.93100 1.62961 -0.382 0.592 -0.203
C 0.96828 2.89887 0.60759 -0.415 -1.037 -0.033
C 2.27054 3.08051 1.37045 0.505 1.011 0.099
C 0.99577 1.50988 -0.05589 0.129 -0.058 0.423
C -0.12832 1.28247 -1.04583 0.344 0.584 0.186
C -0.04692 2.36369 -2.12178 -1.074 -0.215 -0.307
C -0.05073 3.83151 -1.59811 0.093 -1.663 -0.032
C 0.54250 4.69594 -2.69154 0.900 0.228 -0.346
C -1.50059 4.17437 -1.26716 0.042 0.372 0.367
N 0.87294 3.88536 -0.45263 0.539 0.779 -0.312
O 0.93208 5.21209 0.05176 0.018 -0.123 0.156
H -0.28161 3.92590 2.08021 0.104 -0.078 0.129
H -1.14743 2.73283 1.16009 0.077 -0.146 0.038
H -0.05061 2.21508 2.43918 0.165 -0.048 -0.043
H 3.16053 3.06367 0.73644 -0.202 -0.266 -0.235
H 2.28609 4.08497 1.80440 -0.052 -0.129 0.179
H 2.40179 2.35951 2.17689 -0.205 -0.151 -0.070
H 1.96128 1.39595 -0.55279 -0.003 0.002 -0.074
H 0.96349 0.80482 0.77930 0.029 -0.197 -0.195
H -0.06927 0.30077 -1.51636 0.027 -0.078 0.103
H -1.08159 1.32537 -0.51143 -0.016 -0.026 -0.127
H -0.95660 2.25112 -2.72607 0.082 0.169 -0.122
H 0.75699 2.15380 -2.83028 0.359 0.179 0.345
H 1.50880 4.26428 -2.97253 -0.060 -0.065 0.078
H 0.79817 5.70380 -2.36522 -0.459 0.072 0.059
H -0.03801 4.71960 -3.61435 -0.340 0.059 0.196
H -1.54570 5.16357 -0.80274 -0.218 -0.006 -0.082
H -1.94036 3.44756 -0.58336 0.134 0.106 -0.050
H -2.12229 4.16335 -2.16187 0.089 0.182 -0.104
H 0.19794 5.31423 0.67573 -0.099 0.025 -0.070
C -6.28729 2.53817 1.96354 -0.310 0.047 -0.451
C -5.17857 1.79282 1.19272 -0.650 0.366 1.307
C -4.02239 2.77893 0.97897 0.153 -0.254 -0.723
C -4.73351 0.65174 2.10565 0.659 -0.698 -0.137
C -3.86604 -0.35062 1.36172 0.986 -0.691 -0.663
C -4.64924 -0.91618 0.17535 -0.919 0.573 0.835
C -5.11825 0.18678 -0.79009 0.715 -0.009 0.005
C -3.92500 0.77380 -1.56194 0.071 -0.022 -0.072
C -6.10731 -0.39211 -1.78723 -0.145 0.797 -0.988
N -5.81562 1.20812 0.01943 -0.127 -0.729 -0.064
O -6.44051 2.16269 -0.80572 0.100 0.315 0.118
H -6.71281 3.33940 1.35642 0.200 0.155 0.139
H -7.12382 1.86562 2.15768 0.120 -0.132 0.088
H -5.91280 2.93564 2.90623 0.041 0.041 -0.018
H -4.28954 3.50142 0.20085 0.094 0.223 0.214
H -3.75865 3.29940 1.89818 -0.266 0.132 0.029
H -3.10564 2.29757 0.63918 -0.159 -0.177 0.026
H -4.21300 1.03373 2.98732 0.015 0.260 -0.098
H -5.59527 0.09520 2.48512 -0.187 0.196 -0.118
H -2.89701 0.02216 1.00050 -0.216 0.544 0.107
H -3.51785 -1.18550 1.97955 -0.470 0.022 0.267
H -5.56894 -1.29125 0.64615 -0.009 -0.359 -0.361
H -4.15471 -1.73932 -0.33338 0.150 0.093 -0.080
H -4.22682 1.69367 -2.06905 0.071 0.013 -0.029
H -3.56207 0.08740 -2.32997 -0.117 -0.071 0.010
H -3.07687 0.98679 -0.91285 -0.111 0.033 -0.059
H -6.28445 0.33534 -2.58915 -0.023 0.116 0.206
H -7.09226 -0.57170 -1.36081 0.155 -0.421 0.207
H -5.68384 -1.23414 -2.33620 -0.093 -0.360 0.485
H -5.79978 2.86837 -0.98497 0.084 -0.079 -0.139
C 2.06106 -4.21177 2.48846 -1.040 0.586 -0.070
O 2.95627 -5.20289 2.02984 0.022 0.037 0.070
H 1.12645 -4.60597 2.90313 0.289 -0.279 0.277
H 2.55496 -3.60346 3.24470 0.118 -0.165 0.060
H 1.68819 -3.53305 1.70689 0.435 -0.100 -0.201
H 2.45369 -5.90077 1.60185 0.019 0.034 -0.101
O -3.20595 -3.51297 3.40190 0.118 -0.160 0.146
H -3.20544 -4.47379 3.47334 -0.004 -0.018 0.064
H -3.85663 -3.21965 4.04657 -0.051 0.096 -0.063
O -2.42341 -3.60033 0.61355 0.050 -0.068 -0.080
H -1.70430 -2.96083 0.53073 0.054 -0.112 -0.093
H -2.60896 -3.63578 1.55988 -0.147 0.165 -0.151
O 1.36368 -0.46387 3.28290 0.165 0.056 0.158
H 1.14206 -0.03202 4.11368 -0.069 0.013 -0.004
H 2.28509 -0.72912 3.37513 0.035 0.007 -0.116
O -0.46680 -1.69333 1.56169 -0.033 -0.026 -0.019
H -1.16058 -1.96673 2.17233 0.090 0.125 0.145
H 0.22636 -1.29749 2.11703 -0.155 -0.012 -0.029
```
Forces are in eV/Å.

Calculated values
Relative energy (zero: lowest compared OMol25 entry of this formula, charge and spin) (kJ/mol): 0.0
Electronic energy (eV): -51001.861
HOMO (eV): -8.321
Frontier orbital gap (eV): 8.2
Largest force on an atom (Eh/bohr): 0.037
SMILES string: CC1(C)CCCC(C)(C)N1O.CC1(C)CCCC(C)(C)N1O.CC1(C)CCCC(C)(C)N1O.CO.O.O.O.O

Results of the Mulliken charge analysis, in e, for atoms 1 through 2: number 1, C, carries -1.746; number 2, C, carries 2.410